# 1
This record from the OMol25 dataset describes a cluster of 2 separate species, C3H3FIO2 in total at a distorted geometry. The level of theory is wB97M-V/def2-TZVPD.

The value obtained for the energy above the lowest of the compared OMol25 structures with the same formula, charge and spin is 359.6 kJ/mol. For the HOMO-LUMO gap (spin up / spin down), the calculation gives 7.114 / 7.658 eV. The HOMO energy (spin up / spin down) is -4.10 / -4.66 eV. The LUMO energy (spin up / spin down) comes out at 3.013 / 3.000 eV.

Geometry as ORCA input:
```
! RIJCOSX wB97M-V def2-TZVPD def2/J DEFGRID3
* xyz -1 1
C -1.27718 -0.74062 0.05452
C 2.07859 -0.11883 -0.82218
C -0.98312 0.57748 1.03328
O -1.68416 -0.48857 -1.02942
O -1.00318 -1.73271 0.76037
F -1.19754 0.31282 2.34718
I -2.08959 2.28237 0.35787
H 1.17403 0.37814 -0.42733
H 1.90751 -0.74257 -1.63379
H 3.07464 0.27247 -0.64049
*
```

Here are the Mulliken charges for atoms 1 to 6, given in e:
1. C 0.635
2. C -0.738
3. C -0.064
4. O -0.593
5. O -0.688
6. F -0.210

***

# 2
This record from the OMol25 dataset describes the molecule C4H9NO3 at a distorted geometry. The level of theory is wB97M-V/def2-TZVPD.

As for the structure (SMILES): CC(=O)[C@@](C)(N)OO. The value obtained for the energy above the lowest of the compared OMol25 structures with the same formula, charge and spin is 365.3 kJ/mol. For the HOMO-LUMO gap, the calculation gives 10.226 eV. The HOMO energy is -9.48 eV. The LUMO energy comes out at 0.750 eV.

Geometry as ORCA input:
```
! RIJCOSX wB97M-V def2-TZVPD def2/J DEFGRID3
* xyz 0 1
C -0.93170 1.73317 0.15845
C 0.20872 0.95311 0.72979
O 0.89720 1.33934 1.63431
C 0.53045 -0.44301 0.05740
C 0.28671 -0.45726 -1.45032
N 1.87615 -0.80731 0.34916
O -0.29067 -1.40115 0.72495
O -1.73014 -1.10059 0.65797
H -1.82016 1.10926 0.09992
H -1.13299 2.59364 0.79201
H -0.68760 2.06557 -0.84821
H 0.59884 -1.42061 -1.84777
H -0.76687 -0.31133 -1.66867
H 0.88126 0.32329 -1.91531
H 1.98400 -1.81166 0.41201
H 2.19190 -0.40020 1.22362
H -2.09508 -1.96426 0.89069
*
```

Here are the Mulliken charges for atoms 1 to 6, given in e:
1. C -1.213
2. C 0.526
3. O -0.571
4. C 1.332
5. C -1.579
6. N -0.720

***

# 3
This record from the OMol25 dataset describes a structure of composition C20H52N3Na2O8Pb at a distorted geometry. The level of theory is wB97M-V/def2-TZVPD.

The value obtained for the energy above the lowest of the compared OMol25 structures with the same formula, charge and spin is 41.9 kJ/mol. For the HOMO-LUMO gap, the calculation gives 1.182 eV. The HOMO energy is -13.49 eV. The LUMO energy comes out at -12.313 eV.

Geometry as ORCA input:
```
! RIJCOSX wB97M-V def2-TZVPD def2/J DEFGRID3
* xyz 3 1
Na -32.42614 -0.79488 -15.80815
Na -28.63720 -4.99622 -15.16867
Pb -30.25697 -3.40502 -19.60420
C -28.06244 0.24533 -16.09954
O -28.76626 -0.90964 -16.41471
H -28.61652 0.66663 -15.26073
H -27.07676 0.13985 -15.64633
H -27.95421 1.05973 -16.81588
C -31.94023 6.32988 -11.89137
O -33.23663 5.82775 -12.20033
C -33.37422 4.45575 -12.23015
C -32.42996 3.70592 -13.17628
N -33.11828 3.39350 -14.46940
C -33.28010 4.60292 -15.29084
C -32.01529 5.16007 -15.77081
O -32.24814 6.31865 -16.58475
C -32.65917 7.48027 -15.81492
H -31.93348 7.41756 -11.96213
H -31.16338 6.07036 -12.61058
H -31.64840 5.95402 -10.91073
H -34.44931 4.46056 -12.40980
H -33.31673 4.08293 -11.20751
H -32.27295 2.82466 -12.55431
H -31.44016 4.13227 -13.33944
H -34.09675 3.19467 -14.31716
H -33.82094 5.41950 -14.81252
H -33.89373 4.46038 -16.18036
H -31.48381 4.40339 -16.34792
H -31.34181 5.47393 -14.97330
H -32.80991 8.37223 -16.42302
H -31.97158 7.74617 -15.01204
H -33.62576 7.29934 -15.34474
C -21.78556 2.26960 -16.39834
O -21.53589 3.03923 -15.23917
C -21.67816 2.32184 -14.03666
C -20.68827 2.69248 -13.03109
N -20.64289 4.10231 -12.67059
C -21.79115 4.69188 -11.90661
C -21.72407 6.25053 -11.68000
O -20.64985 6.57857 -10.82550
C -20.12929 7.80790 -10.98563
H -21.73039 2.87317 -17.30430
H -22.76114 1.78562 -16.44420
H -21.06357 1.46780 -16.55307
H -21.54683 1.24083 -13.98897
H -22.69753 2.60755 -13.77712
H -19.68492 2.48037 -13.40044
H -20.85876 2.12450 -12.11653
H -19.81800 4.22011 -12.09981
H -21.96498 4.23391 -10.93289
H -22.70483 4.59123 -12.49240
H -22.55098 6.80451 -11.23566
H -21.60769 6.60701 -12.70347
H -20.90896 8.53610 -10.76217
H -19.71929 7.96306 -11.98359
H -19.39143 8.06294 -10.22497
C -25.04612 -4.82473 -12.98080
O -25.93038 -5.87128 -13.14027
C -25.50597 -7.22596 -12.92153
C -26.63079 -8.04915 -12.21719
N -27.75968 -8.31015 -13.15424
C -29.04696 -8.69462 -12.52569
C -28.79288 -10.04575 -11.74371
O -28.54809 -11.12900 -12.62345
C -27.76942 -12.18870 -12.24132
H -24.12995 -4.96515 -13.55439
H -24.77933 -4.88187 -11.92550
H -25.51739 -3.90157 -13.31812
H -24.57974 -7.33284 -12.35693
H -25.39267 -7.64009 -13.92341
H -26.91257 -7.47297 -11.33587
H -26.20965 -8.95815 -11.78770
H -27.36838 -8.84162 -13.91878
H -29.86107 -8.94085 -13.20737
H -29.46587 -7.92225 -11.88065
H -29.55676 -10.24468 -10.99202
H -28.05914 -10.00756 -10.93856
H -28.10278 -12.60601 -11.29115
H -26.72028 -11.91605 -12.12701
H -27.86103 -12.95206 -13.01396
C -26.88631 -0.59150 -21.67862
O -27.08581 -1.96985 -21.49479
H -26.05599 -0.32485 -22.33251
H -27.75734 -0.11511 -22.12859
H -26.72080 -0.12724 -20.70641
H -26.23655 -2.33098 -21.23032
*
```

Here are the Mulliken charges for atoms 1 to 6, given in e:
1. Na 0.930
2. Na 0.915
3. Pb 0.918
4. C -0.555
5. O -0.566
6. H 0.226